ORCA calculation (ωB97M-V/def2-TZVPD) on a structure of composition C38H35GaN7P2S3.

Summary:
electronic energy = -153845.923 eV
HOMO = -15.91 eV
strongest force on any atom = 0.007 Eh/bohr
total charge = +3

Each line ends with the Löwdin charge.
Atoms and positions in Å:
Ga: 0.12927 0.06978 -0.92628  0.40
C: 0.14314 -0.27903 3.50391  -0.08
N: 0.20399 -0.36720 2.01936  -0.47
P: 1.60262 0.03529 1.13763  0.97
C: 2.38736 1.40591 1.97504  -0.35
C: 3.70749 1.34737 2.41640  -0.05
C: 4.26414 2.44790 3.05677  -0.03
C: 3.50905 3.59283 3.26146  -0.03
C: 2.18515 3.65246 2.83204  -0.05
C: 1.62603 2.56390 2.18620  -0.12
C: 2.73481 -1.35831 1.18310  -0.39
C: 3.75408 -1.38857 0.22694  -0.11
C: 4.65113 -2.44570 0.20144  -0.04
C: 4.52798 -3.48104 1.12231  -0.04
C: 3.51301 -3.45948 2.07058  -0.04
C: 2.61558 -2.39890 2.10512  -0.09
P: -1.20516 -0.23661 1.09584  0.95
C: -2.29289 1.00759 1.75629  -0.35
C: -2.17379 2.32349 1.29829  -0.11
C: -2.94984 3.32493 1.85472  -0.04
C: -3.84479 3.01223 2.87278  -0.02
C: -3.97164 1.70544 3.32840  -0.03
C: -3.20151 0.69607 2.77027  -0.06
C: -2.07435 -1.80013 1.14359  -0.38
C: -3.37389 -1.84959 0.62183  -0.10
C: -4.05849 -3.05447 0.60036  -0.04
C: -3.45694 -4.20443 1.10258  -0.03
C: -2.17047 -4.15700 1.62417  -0.04
C: -1.47351 -2.95615 1.64281  -0.09
H: 1.11057 -0.53177 3.93038  0.09
H: -0.59997 -0.97568 3.89049  0.09
H: -0.11976 0.73159 3.81585  0.09
H: 4.30072 0.45430 2.26870  0.11
H: 5.28841 2.40597 3.40360  0.13
H: 3.94720 4.44191 3.76962  0.13
H: 1.59420 4.54009 3.01873  0.12
H: 0.57671 2.59047 1.89850  0.08
H: 3.85337 -0.58133 -0.49274  0.12
H: 5.44947 -2.46218 -0.52951  0.12
H: 5.23240 -4.30277 1.10689  0.12
H: 3.43015 -4.26020 2.79473  0.12
H: 1.83301 -2.38901 2.85389  0.09
H: -1.49076 2.55849 0.48777  0.07
H: -2.87405 4.34214 1.49323  0.12
H: -4.45569 3.79286 3.30729  0.13
H: -4.67797 1.47113 4.11395  0.13
H: -3.31465 -0.32388 3.11873  0.12
H: -3.85255 -0.94878 0.25190  0.12
H: -5.06626 -3.09694 0.20791  0.12
H: -4.00090 -5.14005 1.10126  0.13
H: -1.71694 -5.05251 2.02954  0.12
H: -0.47458 -2.91463 2.06446  0.09
N: 1.08729 3.49168 -1.27940  0.16
C: 1.28256 2.60179 -2.26686  -0.65
N: 1.11040 1.29517 -2.13521  0.01
C: 1.47931 0.60223 -3.29878  -0.30
C: 1.82850 1.39527 -4.32080  -0.27
S: 1.78580 3.05431 -3.84160  1.18
C: 1.52394 -0.85662 -3.16984  -0.30
C: 1.96167 -1.77997 -4.03680  -0.27
S: 1.96282 -3.34167 -3.30102  1.17
C: 1.34320 -2.67179 -1.84577  -0.67
N: 1.14061 -1.36654 -1.91727  0.01
N: 1.07362 -3.42848 -0.76967  0.16
H: 1.12750 3.17731 -0.32096  0.08
H: 1.32693 4.45885 -1.43094  0.13
H: 2.15908 1.11660 -5.30939  0.11
H: 2.32920 -1.64439 -5.04225  0.10
H: 1.38072 -4.38881 -0.76368  0.13
H: 1.05543 -2.98096 0.13572  0.07
N: -1.64761 -2.49388 -2.37799  0.15
C: -1.84940 -1.25667 -2.86848  -0.65
N: -1.46844 -0.14129 -2.26049  0.02
C: -1.91581 0.98715 -2.99415  -0.29
C: -1.85213 2.30952 -2.57707  -0.05
C: -2.33447 3.29929 -3.41630  -0.04
C: -2.88641 2.98018 -4.65793  -0.04
C: -2.99162 1.66204 -5.06564  -0.05
C: -2.50846 0.67962 -4.21225  -0.44
S: -2.61941 -1.04903 -4.39656  1.19
H: -1.61189 -2.61032 -1.37330  0.09
H: -2.06221 -3.27005 -2.87157  0.13
H: -1.46552 2.56300 -1.59857  0.07
H: -2.30426 4.33347 -3.09878  0.12
H: -3.26353 3.76711 -5.29654  0.12
H: -3.45709 1.40811 -6.00896  0.13